1.
This record from the OMol25 dataset describes a structure of composition C21H36N3OPdSSi3 at a distorted geometry. The level of theory is wB97M-V/def2-TZVPD.

CARTESIAN COORDINATES (ANGSTROEM)
Pd -0.14 0.67 0.21
C -1.53 4.00 0.82
Si -0.01 3.11 1.54
C -0.64 2.12 3.06
C 0.88 4.54 2.43
C 1.17 2.46 0.28
Si 0.72 2.48 -1.51
C 1.78 1.32 -2.58
C 1.23 4.20 -2.16
C -1.04 2.39 -2.25
Si 2.41 1.22 0.88
C 2.38 0.79 2.72
C 4.12 2.02 0.62
C 2.64 -0.56 0.14
C 3.89 -1.18 0.08
C 4.01 -2.46 -0.43
C 2.87 -3.12 -0.86
C 1.66 -2.46 -0.77
N 1.54 -1.22 -0.28
H -2.17 4.35 1.64
H -2.14 3.37 0.16
H -1.21 4.87 0.24
H -1.69 2.37 3.28
H -0.04 2.38 3.94
H -0.56 1.04 2.92
H 0.24 5.05 3.16
H 1.23 5.29 1.70
H 1.77 4.17 2.96
H 2.84 1.47 -2.35
H 1.63 1.53 -3.64
H 1.56 0.26 -2.40
H 2.28 4.39 -1.94
H 0.64 4.98 -1.66
H 1.07 4.30 -3.24
H -1.64 1.55 -1.89
H -0.97 2.30 -3.34
H -1.58 3.31 -2.02
H 2.27 1.70 3.34
H 3.31 0.30 3.00
H 1.54 0.13 2.96
H 4.04 3.06 0.94
H 4.39 2.01 -0.44
H 4.93 1.54 1.18
H 4.77 -0.64 0.42
H 4.98 -2.94 -0.49
H 2.92 -4.12 -1.28
H 0.74 -2.93 -1.10
N -2.82 0.63 0.92
C -2.52 -0.45 1.65
N -1.39 -1.09 1.51
C -1.32 -2.17 2.37
C -0.25 -3.06 2.46
C -0.31 -4.09 3.38
C -1.42 -4.25 4.22
C -2.49 -3.38 4.14
C -2.42 -2.34 3.22
S -3.60 -1.10 2.87
H -1.93 1.03 0.46
H -3.52 1.27 1.25
H 0.60 -2.92 1.81
H 0.51 -4.80 3.44
H -1.44 -5.07 4.93
H -3.35 -3.49 4.78
O -1.26 -1.21 -1.67
H -0.80 -0.91 -0.85
H -0.76 -0.78 -2.36

Computed properties:
E_tot   -66831.3553 eV
Relative energy (zero: lowest compared OMol25 entry of this formula, charge and spin)   19.9 kcal per mole
HOMO energy   -3.495 eV
LUMO   2.484 eV
Strongest force on any atom   0.031 Eh/bohr
Charge   -1

Atomic partial charges in e from the Mulliken method, atoms 1 to 2: -0.492 -1.215

2.
This record from the OMol25 dataset describes a structure of composition C20H26N8PbS2 at a distorted geometry. The level of theory is wB97M-V/def2-TZVPD.

CARTESIAN COORDINATES (ANGSTROEM)
Pb -0.96 -1.56 1.11
C -3.74 0.36 -0.11
C -4.14 -0.78 0.86
N -3.28 -0.75 2.04
C -3.32 0.50 2.76
C -1.91 1.12 3.10
N -0.78 0.79 2.20
C -0.52 1.76 1.18
C -1.69 1.84 0.16
N -2.28 0.55 -0.20
H -4.22 1.31 0.25
H -4.18 0.21 -1.08
H -3.94 -1.72 0.35
H -5.20 -0.73 1.06
H -3.44 -1.51 2.65
H -3.83 0.45 3.74
H -3.92 1.26 2.19
H -1.61 0.79 4.09
H -2.02 2.20 3.15
H 0.05 0.73 2.77
H 0.43 1.47 0.71
H -0.36 2.78 1.55
H -1.36 2.34 -0.77
H -2.48 2.46 0.60
H -2.00 0.36 -1.14
N -1.79 -0.74 -3.94
C -1.32 -0.96 -2.69
S -1.94 -2.31 -1.82
N -0.38 -0.13 -2.29
N 0.31 -0.44 -1.10
C 1.57 -0.43 -1.18
C 2.33 -0.01 -2.39
C 2.33 1.33 -2.78
C 3.11 1.67 -3.85
C 3.79 0.71 -4.58
C 3.74 -0.62 -4.26
C 3.05 -0.99 -3.09
C 2.37 -0.66 0.09
C 3.76 -0.40 0.14
C 4.39 -0.40 1.37
C 3.70 -0.80 2.47
C 2.37 -1.14 2.33
N 1.71 -1.07 1.17
H -2.27 -1.48 -4.43
H -1.21 -0.17 -4.52
H 1.64 2.05 -2.31
H 3.11 2.71 -4.18
H 4.32 1.04 -5.45
H 4.21 -1.33 -4.90
H 3.01 -2.02 -2.72
H 4.21 -0.06 -0.81
H 5.41 -0.07 1.42
H 4.14 -0.86 3.43
H 1.75 -1.42 3.18
S -0.07 -2.66 6.26
C -0.28 -2.41 4.67
N -0.38 -2.11 3.55

Computed properties:
E_tot   -60001.0476 eV
Relative energy (zero: lowest compared OMol25 entry of this formula, charge and spin)   13.2 kcal per mole
HOMO energy   -7.485 eV
LUMO   -0.213 eV
Strongest force on any atom   0.043 Eh/bohr
Charge   0

Atomic partial charges in e from the Mulliken method, atoms 1 to 2: 1.387 -0.748